Entry 1:
Entry from the OMol25 dataset: C24H22F6IPPdSbTe as an isolated structure (ωB97M-V/def2-TZVPD).

Last column: Löwdin charge in e.
Positions of all 57 atoms, in Å:
Pd  -0.0697  0.4087  -1.0574  0.582
I  -1.2834  2.5642  0.1601  1.319
C  -3.3223  2.2976  0.5029  -0.496
C  -3.7259  3.0890  1.5976  -0.094
C  -5.0554  3.2979  1.8777  0.054
C  -6.0166  2.7498  1.0185  0.130
C  -5.6469  1.9153  -0.0604  -0.126
C  -6.6752  1.3953  -0.8602  0.091
C  -6.3890  0.5212  -1.8991  0.039
C  -5.0735  0.1415  -2.1046  -0.027
C  -4.0153  0.6449  -1.3349  -0.251
P  -2.4053  -0.1294  -1.7140  1.079
C  -1.6870  0.7309  -3.1102  -0.417
C  -2.1553  1.9444  -3.6174  -0.061
C  -1.3634  2.6689  -4.4933  0.010
C  -0.0781  2.2323  -4.8300  0.009
C  0.4058  1.0341  -4.3312  -0.021
C  -0.3908  0.2687  -3.4755  -0.183
C  -2.6936  -1.8890  -2.1291  -0.307
C  -2.9458  -2.8251  -1.1023  0.051
C  -3.0870  -4.2277  -1.3823  0.085
C  -2.8896  -4.7134  -2.6546  0.031
C  -2.6575  -3.7995  -3.6742  0.110
C  -2.5251  -2.3831  -3.4037  0.035
C  -4.2722  1.5955  -0.3148  -0.173
H  -2.9775  3.5653  2.2189  0.113
H  -5.3546  3.9036  2.7237  0.155
H  -7.0679  2.9570  1.1854  0.159
H  -7.6997  1.6882  -0.6620  0.156
H  -7.1800  0.1247  -2.5220  0.148
H  -4.8683  -0.5748  -2.8903  0.122
H  -3.1360  2.3158  -3.3464  0.122
H  -1.7453  3.5849  -4.9259  0.141
H  0.5231  2.8197  -5.5119  0.140
H  1.3734  0.6603  -4.6398  0.134
H  -0.1057  -0.7630  -3.2777  0.099
H  -2.9942  -2.5145  -0.0669  0.125
H  -3.3620  -4.8841  -0.5648  0.156
H  -2.9641  -5.7719  -2.8683  0.153
H  -2.5976  -4.1261  -4.7067  0.154
H  -2.2779  -1.7376  -4.2387  0.135
F  0.7542  -1.6408  -1.2167  -0.435
Sb  0.6535  -2.1948  0.6948  1.440
F  0.9434  -0.2415  0.8675  -0.484
F  -1.1629  -1.5706  0.6018  -0.400
F  0.5400  -2.4795  2.5078  -0.269
F  0.0248  -3.8546  0.1441  -0.296
F  2.5023  -2.3794  0.5862  -0.329
C  5.4357  1.4828  -1.4702  -0.350
Te  3.7977  0.4931  -0.5809  1.556
C  4.4888  0.6195  1.4058  -0.330
H  5.3557  2.5411  -1.2190  0.040
H  5.4005  1.3331  -2.5455  0.024
H  6.3480  1.0644  -1.0473  0.042
H  5.4823  0.1728  1.4346  0.047
H  3.7958  0.0821  2.0466  0.021
H  4.5427  1.6765  1.6675  0.044

**ΔE to the lowest compared entry with this formula, charge and spin**: 170.96 kJ/mol
**Highest occupied orbital energy (spin up / spin down)**: -19.797 / -20.795 eV
**Spin multiplicity**: 6
**Frontier orbital gap (spin up / spin down)**: 7.7 / 5.6 eV
**LUMO (spin up / spin down)**: -12.09 / -15.17 eV
**Net charge**: +4

Entry 2:
Entry from the OMol25 dataset: a 2-piece molecular cluster, C24H22FN3O7S overall in a non-equilibrium geometry (ωB97M-V/def2-TZVPD).

Last column: Löwdin charge in e.
Positions of all 58 atoms, in Å:
C  6.1276  -0.6457  1.8745  -0.102
C  5.9517  0.8712  1.2008  -0.229
O  4.7964  1.6115  1.7312  -0.110
C  4.7778  3.0139  1.2294  -0.228
O  5.6535  3.3805  0.2563  -0.063
C  3.6925  4.1491  1.8017  -0.095
C  2.3856  4.0590  0.8158  -0.192
C  1.1836  5.1541  1.2078  -0.124
C  -0.1171  4.1988  1.6446  -0.008
C  -0.5274  3.9189  3.2277  -0.098
O  0.2926  4.5983  4.2434  -0.134
N  1.1551  3.7640  4.8493  -0.031
O  0.7597  3.5426  5.9881  0.055
C  -1.8057  2.9150  3.5328  0.082
C  -2.7000  2.1723  2.3302  -0.158
C  -2.2459  2.5519  0.7656  -0.296
C  -0.9840  3.5393  0.4197  -0.148
O  -0.6804  3.7474  -1.0304  -0.092
S  -3.3038  1.6967  -0.5766  0.825
C  -3.5460  -0.0474  0.1661  -0.368
C  -3.5086  -1.3947  -0.7685  -0.001
C  -3.6737  -2.8699  -0.0635  -0.101
F  -3.6272  -4.0567  -0.9543  -0.090
C  -3.8653  -2.9684  1.5637  -0.010
C  -3.9408  -1.5775  2.4841  0.015
C  -3.7810  -0.0501  1.8221  -0.173
N  -3.8421  1.2248  2.6379  -0.047
H  6.4023  -1.4619  1.0537  0.084
H  5.1501  -1.0055  2.4231  0.082
H  7.0197  -0.6603  2.6487  0.077
H  5.7871  0.7090  0.0513  0.132
H  6.9534  1.4319  1.4282  0.133
H  4.2533  5.1793  1.7909  0.137
H  3.4245  3.7998  2.8871  0.116
H  1.9536  2.9547  0.9389  0.130
H  2.7355  4.1444  -0.2978  0.124
H  0.9606  5.8188  0.2683  0.123
H  1.5659  5.7448  2.1449  0.112
H  -2.0522  2.7462  4.6887  0.110
H  -0.0712  2.9629  -1.2602  0.133
H  -3.3591  -1.2194  -1.9376  0.113
H  -3.9432  -4.0557  2.0273  0.100
H  -4.0871  -1.7374  3.6550  0.098
H  -4.7147  1.7342  2.3023  0.133
C  -0.1840  -6.4210  -4.3179  -0.075
C  -0.2363  -5.8825  -5.6045  -0.070
C  -1.2841  -5.0334  -5.9657  -0.002
C  -2.2763  -4.7253  -5.0248  -0.140
C  -2.2305  -5.2706  -3.7349  0.001
C  -1.1792  -6.1208  -3.3862  -0.063
N  -3.3666  -3.8131  -5.3905  -0.326
O  -3.3824  -3.3663  -6.5471  0.060
O  -4.2061  -3.5387  -4.5210  0.058
H  0.6380  -7.0781  -4.0391  0.107
H  0.5422  -6.1223  -6.3256  0.108
H  -1.3105  -4.6218  -6.9723  0.118
H  -2.9966  -5.0439  -2.9963  0.098
H  -1.1330  -6.5468  -2.3863  0.110

**Highest occupied orbital energy**: -8.603 eV
**SMILES**: CCOC(=O)CCCc1c(ON=O)cc2c(c1O)Sc1cc(F)ccc1N2.O=[N+]([O-])c1ccccc1
**Frontier orbital gap**: 7.6 eV
**LUMO**: -1.01 eV

Entry 3:
Entry from the OMol25 dataset: C24H22IN6RuS2Se2 as an isolated structure in a non-equilibrium geometry (ωB97M-V/def2-TZVPD).

Last column: Löwdin charge in e.
Positions of all 58 atoms, in Å:
Ru  0.1670  0.3771  -0.4684  1.050
Se  2.8448  1.5434  1.5963  0.752
Se  2.0204  -0.4325  2.4529  0.690
C  0.2889  0.2836  2.9646  -0.652
C  -0.1572  0.1879  4.2760  -0.057
C  -1.3232  0.8577  4.6180  -0.002
C  -1.9892  1.5764  3.6324  -0.012
C  -1.4886  1.5692  2.3397  -0.159
N  -0.3665  0.9308  2.0042  -0.072
C  3.3499  0.8474  -0.1396  -0.633
C  4.6700  0.9069  -0.5632  -0.049
C  5.0083  0.2947  -1.7611  0.007
C  4.0155  -0.3652  -2.4705  -0.004
C  2.7182  -0.3459  -1.9858  -0.231
N  2.3829  0.2701  -0.8492  -0.162
H  0.4084  -0.3726  5.0048  0.121
H  -1.6831  0.8424  5.6372  0.134
H  -2.8820  2.1356  3.8600  0.125
H  -1.9901  2.1115  1.5452  0.115
H  5.4105  1.4047  0.0450  0.123
H  6.0292  0.3066  -2.1136  0.136
H  4.2342  -0.8907  -3.3861  0.129
H  1.9259  -0.8568  -2.5238  0.060
S  0.3334  1.2710  -3.1059  0.676
C  0.3934  2.6995  -2.1108  -0.769
C  0.4835  3.9877  -2.6346  -0.052
C  0.4628  5.0569  -1.7555  0.009
C  0.3569  4.8026  -0.3918  0.012
C  0.2714  3.4889  0.0492  -0.123
N  0.2764  2.4554  -0.7937  -0.123
H  0.5478  4.1316  -3.7024  0.127
H  0.5138  6.0720  -2.1240  0.137
H  0.3335  5.6123  0.3213  0.132
H  0.1972  3.2603  1.1054  0.090
C  2.0586  -4.6720  -0.1508  0.001
N  0.6257  -4.6198  -0.2618  -0.106
C  -0.2115  -5.6874  -0.3493  0.024
C  -1.4832  -5.2101  -0.4671  0.006
N  -1.4010  -3.8487  -0.4463  0.115
C  -0.1072  -3.4901  -0.3220  -0.637
S  0.6236  -1.9509  -0.2208  0.744
H  2.3867  -5.7078  -0.1145  0.116
H  2.3850  -4.1597  0.7558  0.103
H  2.5163  -4.1841  -1.0131  0.105
H  0.1360  -6.7023  -0.3262  0.154
H  -2.4128  -5.7345  -0.5608  0.145
H  -2.1798  -3.2147  -0.5474  0.164
I  -2.6247  1.7701  -3.3740  1.144
C  -3.0756  0.8935  -1.4676  -0.654
C  -4.4243  0.9426  -1.1274  -0.103
C  -4.8538  0.2755  0.0060  0.002
C  -3.9146  -0.4325  0.7452  -0.021
C  -2.5927  -0.3995  0.3418  -0.206
N  -2.1484  0.2737  -0.7338  -0.071
H  -5.1231  1.4846  -1.7489  0.109
H  -5.8979  0.2906  0.2831  0.138
H  -4.2054  -0.9906  1.6215  0.128
H  -1.8414  -0.9465  0.9070  0.073

**ΔE to the lowest compared entry with this formula, charge and spin**: 276.67 kJ/mol
**Highest occupied orbital energy (spin up / spin down)**: -16.063 / -15.971 eV
**Spin multiplicity**: 5
**Frontier orbital gap (spin up / spin down)**: 6.7 / 5.0 eV
**LUMO (spin up / spin down)**: -9.35 / -10.97 eV
**Net charge**: +3

Entry 4:
Entry from the OMol25 dataset: C24H22N9O2PZn as an isolated structure (ωB97M-V/def2-TZVPD).

Last column: Löwdin charge in e.
Positions of all 59 atoms, in Å:
Zn  -1.0109  -0.3481  -1.8766  0.815
C  -2.3608  -1.6777  3.2088  0.007
N  -2.0753  -1.9068  1.7864  -0.105
C  -2.0931  -3.1268  1.1755  -0.009
C  -1.7633  -2.9153  -0.1312  -0.069
N  -1.5420  -1.5815  -0.3152  -0.004
C  -1.7335  -0.9812  0.8592  -0.439
P  -1.7166  0.8089  1.2043  1.214
C  -0.0086  1.2698  0.5820  -0.378
N  0.7048  1.9358  -1.3357  0.082
C  2.1507  1.5514  -1.2537  -0.057
C  2.7012  2.0391  0.0985  -0.055
N  1.1794  1.4522  1.5546  -0.087
C  0.9060  1.3779  2.9986  0.020
C  -2.6187  1.3983  -0.2837  -0.437
N  -2.4648  1.0054  -1.5526  -0.014
C  -3.3505  1.7141  -2.3144  -0.065
C  -4.0560  2.5440  -1.4968  -0.009
N  -3.5899  2.3372  -0.2289  -0.104
C  -4.0961  3.0241  0.9676  0.006
H  -2.6249  -2.6297  3.6578  0.104
H  -3.1950  -0.9903  3.3209  0.094
H  -1.4809  -1.2848  3.7118  0.091
H  -2.3308  -4.0307  1.7092  0.142
H  -1.6587  -3.6342  -0.9256  0.124
H  2.7405  1.7903  -2.1317  0.155
H  3.6706  2.5219  0.0714  0.160
H  1.7655  1.7856  3.5267  0.119
H  0.7863  0.3280  3.2652  0.109
H  0.0145  1.9487  3.2508  0.090
H  -3.4288  1.5879  -3.3802  0.126
H  -4.8424  3.2471  -1.7102  0.142
H  -4.8941  3.6913  0.6577  0.104
H  -3.3079  3.6097  1.4333  0.094
H  -4.4924  2.3029  1.6772  0.096
O  4.8772  -2.6167  1.4626  0.131
N  3.9331  -1.8766  1.5469  -0.331
O  3.4669  -1.4439  2.5855  0.071
C  3.2031  -1.5401  0.2953  -0.102
C  3.3615  -2.3751  -0.7569  0.034
C  2.5308  -2.1486  -1.9035  -0.119
C  2.4995  -3.0342  -3.0012  0.041
C  1.5550  -2.8981  -3.9859  -0.015
C  0.5702  -1.9260  -3.8398  -0.099
N  0.5989  -1.0474  -2.8416  0.017
C  1.6230  -1.0840  -1.9363  -0.119
C  1.7371  0.0176  -0.9311  -0.205
N  0.3339  0.6294  -0.6944  -0.056
C  0.3115  2.6437  -0.0744  -0.096
C  1.5477  2.7531  0.8181  -0.042
C  2.5476  0.8107  1.0695  -0.079
C  2.3966  -0.3962  0.2944  -0.090
H  4.0022  -3.2409  -0.6915  0.131
H  3.2216  -3.8409  -3.0445  0.138
H  1.5219  -3.5691  -4.8324  0.125
H  -0.2674  -1.8675  -4.5225  0.121
H  -0.3782  3.4742  -0.1767  0.153
H  1.7310  3.6257  1.4373  0.173
H  3.1916  0.7864  1.9423  0.156

**ΔE to the lowest compared entry with this formula, charge and spin**: 4.71 kJ/mol
**Highest occupied orbital energy**: -12.296 eV
**Frontier orbital gap**: 6.6 eV
**LUMO**: -5.72 eV
**Net charge**: +2